A structure of composition C33H40AsBCdF6INO4P2S2, computed with wB97M-V/def2-TZVPD.

```
! wB97M-V def2-TZVPD RIJCOSX def2/J DEFGRID3
* xyz -2 1
Cd 0.3326 -0.3411 0.1628
C -1.0785 6.4082 -3.1728
C -0.1988 6.1097 -2.1403
C -0.1879 4.8456 -1.5790
C -1.0668 3.8554 -2.0187
C -1.9320 4.1618 -3.0647
C -1.9386 5.4262 -3.6374
P -0.9028 2.1816 -1.2882
C -2.4678 1.3839 -1.8285
C -2.3735 0.2192 -2.5783
C -3.5201 -0.4781 -2.9446
C -4.7685 -0.0022 -2.5812
C -4.8743 1.1750 -1.8457
C -3.7301 1.8548 -1.4666
C -1.2457 2.4140 0.4797
C -1.7322 3.5552 1.1055
C -1.8449 3.5815 2.4888
C -1.4604 2.4672 3.2225
C -0.9958 1.3247 2.5785
C -0.8859 1.2567 1.1871
H -1.0785 7.3937 -3.6228
H 0.4976 6.8591 -1.7834
H 0.5249 4.6159 -0.7953
H -2.5962 3.4009 -3.4517
H -2.6136 5.6361 -4.4587
H -1.3989 -0.1491 -2.8764
H -3.4221 -1.3963 -3.5098
H -5.6617 -0.5470 -2.8638
H -5.8488 1.5491 -1.5544
H -3.8087 2.7530 -0.8640
H -2.0087 4.4280 0.5197
H -2.2144 4.4698 2.9907
H -1.5110 2.4893 4.3077
H -0.6829 0.4829 3.1901
C 1.8568 -5.4207 -2.6426
C 0.3842 -5.1675 -2.8769
O -0.3819 -5.1095 -1.6766
P -0.1403 -3.9500 -0.5657
S 1.1801 -4.4587 0.7764
S 0.1492 -2.2630 -1.5960
O -1.5907 -3.9775 0.1239
C -2.7116 -3.4646 -0.6029
C -3.9573 -4.1300 -0.0662
H 2.3440 -5.5811 -3.6071
H 2.0062 -6.3000 -2.0152
H 2.3351 -4.5743 -2.1521
H -0.0554 -5.9912 -3.4480
H 0.2343 -4.2405 -3.4379
H -2.5840 -3.6625 -1.6704
H -2.7461 -2.3809 -0.4627
H -3.9306 -5.2039 -0.2502
H -4.8417 -3.7081 -0.5454
H -4.0446 -3.9659 1.0077
C 5.5582 1.0822 1.2329
C 4.6320 -0.0893 1.5266
C 5.3906 -1.4054 1.3766
O 3.5924 -0.0925 0.5417
B 2.3795 -0.4323 1.1273
O 2.5594 -0.5114 2.5199
C 3.8432 0.0244 2.8634
C 3.6169 1.4641 3.3141
C 4.4170 -0.7954 4.0108
H 6.0551 0.9172 0.2774
H 6.3237 1.1834 2.0074
H 5.0037 2.0141 1.1600
H 5.7700 -1.4664 0.3570
H 4.7259 -2.2543 1.5337
H 6.2317 -1.4784 2.0694
H 3.1727 2.0564 2.5150
H 4.5430 1.9439 3.6366
H 2.9140 1.4594 4.1480
H 4.4078 -1.8566 3.7756
H 3.8139 -0.6397 4.9065
H 5.4435 -0.4951 4.2376
F 1.6064 0.4525 -2.7174
As 1.7862 1.2695 -4.2552
F 0.0492 1.5626 -4.2673
F 2.0248 2.7946 -3.4315
F 1.9321 2.0885 -5.7921
F 3.5060 0.9842 -4.2421
F 1.5336 -0.2393 -5.0953
I -4.2250 -0.3913 1.4322
C -2.8225 -1.2806 2.7129
C -3.0384 -1.3001 4.0850
C -2.0357 -1.8391 4.8722
C -0.8880 -2.3369 4.2702
C -0.7892 -2.2849 2.8897
N -1.7484 -1.7531 2.1302
H -3.9466 -0.8928 4.5061
H -2.1495 -1.8629 5.9490
H -0.0761 -2.7551 4.8477
H 0.0762 -2.6788 2.3697
*
```

## Properties
Molar mass ... 1079.8 g/mol
E_LUMO ... 3.687 eV
Gap between HOMO and LUMO ... 5.87 eV



A structure of composition C33H40AsBrI2N6O3RuSeSi2, computed with wB97M-V/def2-TZVPD.

```
! wB97M-V def2-TZVPD RIJCOSX def2/J DEFGRID3
* xyz 1 6
Ru -0.3170 0.2071 0.0001
O 4.3806 5.5245 -0.1989
N 4.8532 4.3957 -0.1313
O 6.0553 4.1692 -0.1915
C 3.9985 3.2771 0.0220
C 4.6281 2.0379 0.2110
C 3.9119 0.8549 0.2708
C 4.4984 -0.4403 0.4259
C 3.6943 -1.5464 0.4366
C 2.3011 -1.3981 0.3252
N 1.7283 -0.1953 0.2148
C 2.4892 0.9003 0.1763
C 1.8253 2.1625 0.0500
N 0.4731 2.1284 0.0272
C -0.1802 3.2857 -0.1402
C 0.4713 4.4969 -0.3081
C 1.8476 4.5553 -0.2574
C 2.5787 3.3641 -0.0557
H 5.7023 2.0273 0.3018
H 5.5689 -0.5131 0.5313
H 4.0977 -2.5436 0.5398
H 1.6420 -2.2537 0.3515
H -1.2626 3.2412 -0.1371
H -0.0987 5.3980 -0.4686
H 2.3730 5.4897 -0.3580
Se -2.4339 -3.9981 0.6284
C -1.5179 -2.5891 0.2597
N -0.9049 -1.6066 0.0197
C -3.6214 3.0082 2.2584
Si -3.9552 2.7996 0.3858
C -5.7730 2.3107 0.0654
C -3.5876 4.4030 -0.6070
As -2.6156 0.8441 -0.1493
Si -3.4921 0.0249 -2.2646
C -5.1941 -0.7844 -1.9425
C -2.2672 -1.3171 -2.8574
C -3.6046 1.5941 -3.3600
H -4.1512 3.8584 2.6758
H -2.5602 3.1452 2.4611
H -3.9467 2.1182 2.7947
H -6.4487 2.9980 0.5631
H -5.9782 1.3121 0.4415
H -6.0082 2.3329 -0.9944
H -4.5063 4.9604 -0.7627
H -3.1632 4.1987 -1.5863
H -2.9068 5.0623 -0.0767
H -5.0908 -1.6256 -1.2602
H -5.6106 -1.1604 -2.8728
H -5.9108 -0.0898 -1.5163
H -2.6072 -2.3042 -2.5561
H -1.2824 -1.1612 -2.4196
H -2.1502 -1.3224 -3.9346
H -4.4803 2.1839 -3.1038
H -3.6758 1.3368 -4.4128
H -2.7209 2.2179 -3.2355
N 0.0841 -0.5171 2.5629
C -0.2562 -0.2998 3.9168
C -1.4642 -0.7831 4.4108
C -1.7625 -0.6594 5.7535
C -0.8710 -0.0425 6.6165
C 0.3184 0.4653 6.1196
C 0.6256 0.3472 4.7774
H 1.0952 -0.4787 2.4508
H -0.2683 -1.4240 2.2562
H -2.1467 -1.2844 3.7394
H -2.6895 -1.0611 6.1289
H -1.1025 0.0417 7.6666
H 1.0196 0.9448 6.7827
H 1.5653 0.7287 4.4027
N 2.5560 -0.9452 -2.8366
C 1.4988 -0.1921 -3.1565
O 0.6531 0.1772 -2.3594
C 1.4370 0.1663 -4.6215
I -0.1068 1.5984 -4.9516
H 2.6668 -1.2869 -1.8907
H 3.2231 -1.2389 -3.5300
H 1.2028 -0.7153 -5.2153
H 2.3784 0.5892 -4.9669
Br -0.1868 -6.7750 -0.4448
C 1.6827 -6.4960 -0.5686
C 2.5303 -7.4006 0.0531
C 3.8997 -7.2415 -0.0377
C 4.4311 -6.1729 -0.7409
C 3.5862 -5.2672 -1.3591
C 2.2141 -5.4293 -1.2785
I 0.9434 -4.0553 -2.2502
H 2.1076 -8.2316 0.5971
H 4.5512 -7.9566 0.4355
H 5.4988 -6.0441 -0.8217
H 3.9952 -4.4400 -1.9161
*
```

## Properties
⟨S²⟩ ... 8.837
Molar mass ... 1213.6 g/mol
E_LUMO (alpha / beta) ... -3.385 / -5.347 eV
Gap between HOMO and LUMO (alpha / beta) ... 4.71 / 5.56 eV



A structure of composition C33H40FMnN4O2S, computed with wB97M-V/def2-TZVPD.

```
! wB97M-V def2-TZVPD RIJCOSX def2/J DEFGRID3
* xyz 0 5
Mn -0.6157 -1.0504 -0.5413
C 2.1904 -1.2465 3.0513
C 2.0108 0.1658 2.4891
C 0.5556 0.6067 2.6224
C 2.6196 0.3464 1.1055
C 3.6771 1.2478 0.9948
C 4.3748 1.4151 -0.1882
C 4.0429 0.6450 -1.2888
C 2.9936 -0.2639 -1.2304
C 2.6981 -1.1493 -2.4299
C 3.9727 -1.7120 -3.0681
C 1.8624 -0.4317 -3.4906
C 2.2614 -0.3795 -0.0384
N 1.2078 -1.3372 0.0240
C 1.6069 -2.6447 0.2488
C 2.9405 -3.0787 0.2918
C 3.2607 -4.4041 0.5445
C 2.2779 -5.3581 0.7619
C 0.9453 -4.9626 0.7336
C 0.6608 -3.6443 0.4848
F -0.6614 -3.2492 0.4807
H 2.0175 -1.2298 4.1285
H 3.1956 -1.6327 2.8746
H 1.4744 -1.9447 2.6159
H 2.6031 0.8295 3.1286
H -0.1153 -0.0654 2.0903
H 0.3955 1.6123 2.2401
H 0.2663 0.5757 3.6765
H 3.9679 1.8162 1.8700
H 5.1935 2.1212 -0.2432
H 4.6133 0.7474 -2.2028
H 2.1273 -2.0059 -2.0648
H 4.4976 -0.9533 -3.6503
H 3.7159 -2.5222 -3.7524
H 4.6637 -2.1050 -2.3211
H 2.3653 0.4771 -3.8210
H 0.8865 -0.1207 -3.1102
H 1.7212 -1.0809 -4.3585
H 3.7284 -2.3526 0.1465
H 4.3037 -4.6911 0.5746
H 2.5358 -6.3888 0.9556
H 0.1354 -5.6555 0.9149
N -0.5115 -2.4895 -2.2165
H -1.2707 -3.1390 -2.0349
H 0.3495 -3.0145 -2.3313
H -0.7146 -2.0076 -3.0866
C -7.7089 2.3763 1.0863
C -6.4617 1.5800 0.8262
C -6.0171 1.3429 -0.4639
C -4.8739 0.5974 -0.7296
C -4.4947 0.4302 -2.1783
C -4.1449 0.0711 0.3544
C -4.5818 0.2968 1.6773
C -3.8797 -0.2192 2.9062
C -5.7316 1.0468 1.8787
C -2.9006 -0.6902 0.1233
O -2.1309 -1.0257 1.0524
O -2.4979 -0.9722 -1.0778
H -8.0497 2.8834 0.1849
H -7.5393 3.1260 1.8598
H -8.5149 1.7267 1.4326
H -6.5715 1.7560 -1.2979
H -5.2239 0.9480 -2.7998
H -4.4711 -0.6189 -2.4691
H -3.5055 0.8382 -2.3814
H -2.9083 0.2573 3.0321
H -3.6908 -1.2894 2.8540
H -4.4921 -0.0084 3.7822
H -6.0659 1.2206 2.8952
C 1.4662 4.8053 1.4582
C 1.4421 4.0665 0.1555
C 2.2771 4.4033 -0.9021
C 2.1979 3.6140 -2.0310
N 1.3608 2.5875 -2.1358
C 0.5856 2.3546 -1.0758
S -0.7101 1.1700 -1.3057
N 0.5920 3.0488 0.0597
H 1.7963 5.8350 1.3294
H 2.1572 4.3108 2.1443
H 0.4775 4.7873 1.9119
H 2.9607 5.2382 -0.8423
H 2.8258 3.8098 -2.8942
*
```

## Properties
⟨S²⟩ ... 6.104
Molar mass ... 630.7 g/mol
E_LUMO (alpha / beta) ... -1.332 / 0.322 eV
Gap between HOMO and LUMO (alpha / beta) ... 6.40 / 8.30 eV



Computed ΔE to the lowest compared entry with this formula, charge and spin (kcal per mole) in order:
68.3 37.9 0.0